Record 1
A molecular structure, C34H37BrF2N3O6S2Zr in a non-equilibrium geometry, computed with ωB97M-V/def2-TZVPD.

Results
- DFT total energy: -151040.4639 eV
- HOMO energy: -10.8603 eV
- Gap between HOMO and LUMO: 8.31 eV
- Total charge: +1
- 2S+1: 1
- Energy relative to the best compared isomer or geometry (same formula, charge and spin): 111.0 kJ/mol

Geometry as XYZ:
```
86
C34H37BrF2N3O6S2Zr | the OMol25 dataset | ωB97M-V/def2-TZVPD
Zr 0.2778 0.4362 0.3140
F 2.0489 5.0662 2.8626
C 1.3473 3.9287 2.9989
C 1.1737 3.1131 1.9048
C 0.4441 1.9383 2.0150
C -0.1113 1.5986 3.2582
C 0.1130 2.4549 4.3385
F -0.4014 2.1818 5.5579
C 0.8355 3.6198 4.2413
C -0.9720 0.3996 3.3249
C -1.4994 -0.1334 4.5030
C -2.3925 -1.1819 4.4494
C -2.7455 -1.7156 3.2186
C -2.1387 -1.1971 2.1032
N -1.2752 -0.1660 2.1274
H 1.6336 3.4119 0.9720
H 0.9830 4.2587 5.1009
H -1.2172 0.2855 5.4515
H -2.8090 -1.5815 5.3660
H -3.4443 -2.5353 3.1230
H -2.3269 -1.6366 1.1370
C 5.4323 -4.0304 -3.0519
C 4.8103 -3.0561 -2.0862
C 5.5988 -2.2701 -1.2512
C 5.0270 -1.3802 -0.3540
C 3.6422 -1.2826 -0.2938
C 2.8287 -2.0560 -1.1202
C 3.4202 -2.9360 -2.0032
S 2.9896 -0.0946 0.8087
O 3.9826 0.1594 1.7936
O 1.6911 -0.6699 1.3594
N 2.3862 1.1244 0.0327
C 2.8123 1.4911 -1.3157
C 1.6361 1.2835 -2.2516
O 1.5842 1.7766 -3.3486
O 0.6809 0.5421 -1.7050
H 6.5097 -3.8910 -3.1244
H 5.0054 -3.9177 -4.0497
H 5.2481 -5.0578 -2.7310
H 6.6779 -2.3561 -1.2986
H 5.6402 -0.7811 0.3058
H 1.7461 -1.9952 -1.0689
H 2.7949 -3.5468 -2.6460
H 3.6517 0.8955 -1.6791
H 3.1134 2.5355 -1.3603
C -5.4356 0.8372 -0.3812
C -4.2830 0.1830 -1.0997
C -4.4181 -0.4700 -2.3189
C -3.3064 -1.0242 -2.9177
C -2.0779 -0.9433 -2.2739
Br -0.6119 -1.6386 -3.2444
N -1.9124 -0.3567 -1.0996
C -3.0137 0.2094 -0.5590
H -6.3874 0.5454 -0.8222
H -5.3700 1.9267 -0.4259
H -5.4503 0.5568 0.6729
H -5.3853 -0.5323 -2.8058
H -3.3671 -1.5106 -3.8804
H -2.8612 0.7304 0.3752
O -0.8307 2.2243 -0.3044
S -1.4570 2.6642 -1.6576
C -0.4682 4.0420 -2.2567
C -1.5088 5.0382 -2.7475
C -2.5285 5.1603 -1.6133
C -2.8400 3.7300 -1.1522
H 0.2206 3.6631 -3.0079
H 0.0803 4.4135 -1.3865
H -1.9914 4.6560 -3.6517
H -1.0422 5.9856 -3.0098
H -3.4333 5.6774 -1.9255
H -2.0937 5.7234 -0.7869
H -3.7390 3.3174 -1.6088
H -2.8958 3.6079 -0.0707
C 0.9944 -4.3637 1.3564
C 0.0725 -4.8772 0.2471
C -0.5549 -3.5928 -0.3150
O -0.1764 -2.5194 0.5726
C 0.2458 -3.1357 1.8126
H 1.9698 -4.0762 0.9589
H 1.1428 -5.0865 2.1578
H -0.6932 -5.5296 0.6667
H 0.6013 -5.4364 -0.5235
H -1.6455 -3.6478 -0.3698
H -0.1769 -3.3467 -1.3001
H -0.6383 -3.4169 2.3930
H 0.8334 -2.4204 2.3747
```


Record 2
A molecular structure, C27H29BrN3O4PdS2Se in a non-equilibrium geometry, computed with ωB97M-V/def2-TZVPD.

Results
- DFT total energy: -201662.8247 eV
- HOMO energy: -10.9591 eV
- Gap between HOMO and LUMO: 7.48 eV
- Total charge: +1
- 2S+1: 1
- Energy relative to the best compared isomer or geometry (same formula, charge and spin): 72.1 kJ/mol

Geometry as XYZ:
```
68
C27H29BrN3O4PdS2Se | the OMol25 dataset | ωB97M-V/def2-TZVPD
Pd -0.8050 -0.2885 -0.2773
O -0.0240 1.5029 0.8081
S -0.0134 3.0086 0.8633
C -1.5988 3.4451 1.6985
C -2.6940 4.2036 0.9690
C -3.4842 3.3382 -0.0073
C -4.4231 2.3696 0.7166
S -4.0955 0.6222 0.4154
O -2.6202 0.4267 0.6896
C -4.4117 0.6370 -1.3420
C -5.7396 0.5063 -1.7320
C -6.0503 0.5026 -3.0833
C -5.0364 0.6089 -4.0282
C -3.7129 0.7253 -3.6261
C -3.3936 0.7449 -2.2751
C -0.2037 3.6162 -0.8105
C -0.2346 4.9876 -1.0302
C -0.2929 5.4660 -2.3294
C -0.2869 4.5783 -3.3980
C -0.1923 3.2138 -3.1683
C -0.1361 2.7265 -1.8696
H -1.2801 3.9834 2.5911
H -1.9376 2.4522 2.0031
H -2.2938 5.0704 0.4479
H -3.3738 4.6053 1.7265
H -2.7942 2.7909 -0.6513
H -4.0701 3.9792 -0.6664
H -5.4689 2.4951 0.4296
H -4.3714 2.4689 1.8036
H -6.5232 0.4064 -0.9885
H -7.0805 0.4082 -3.3994
H -5.2807 0.5964 -5.0820
H -2.9235 0.8027 -4.3618
H -2.3627 0.8310 -1.9598
H -0.1908 5.6822 -0.1992
H -0.3246 6.5323 -2.5084
H -0.3183 4.9559 -4.4114
H -0.1230 2.5244 -3.9998
H 0.0356 1.6724 -1.6930
Br 3.2150 3.4723 -0.8996
C 3.5668 1.6113 -0.6828
C 4.8603 1.2239 -0.3601
C 5.0944 -0.1311 -0.2049
C 4.0416 -1.0190 -0.3701
C 2.7960 -0.5095 -0.6988
N 2.5588 0.7951 -0.8606
C 1.6399 -1.4626 -0.8906
O 1.7384 -2.6127 -0.5350
O 0.5792 -0.9698 -1.5187
H 5.6415 1.9598 -0.2419
H 6.0852 -0.4885 0.0409
H 4.1584 -2.0856 -0.2493
C -2.8584 -2.1878 2.5462
N -3.7017 -2.5138 1.4017
C -5.0545 -2.7461 1.4475
C -5.4580 -2.9928 0.1794
N -4.3460 -2.8938 -0.6226
C -4.3292 -3.1279 -2.0646
C -3.2745 -2.5806 0.1296
Se -1.4853 -2.5356 -0.4928
H -3.2785 -2.6517 3.4342
H -2.8035 -1.1075 2.6688
H -1.8595 -2.5747 2.3631
H -5.6069 -2.7350 2.3700
H -6.4256 -3.2475 -0.2144
H -5.2007 -3.7239 -2.3223
H -3.4243 -3.6646 -2.3317
H -4.3554 -2.1845 -2.6002
```


Record 3
2 unconnected molecules or ions with the total composition C7H13BrN4 in a non-equilibrium geometry, computed with ωB97M-V/def2-TZVPD.

Results
- DFT total energy: -83454.4002 eV
- HOMO energy: -15.4416 eV
- Gap between HOMO and LUMO: 8.64 eV
- Total charge: +2
- 2S+1: 1
- Energy relative to the best compared isomer or geometry (same formula, charge and spin): 14.2 kJ/mol

Geometry as XYZ:
```
25
C7H13BrN4 | the OMol25 dataset | ωB97M-V/def2-TZVPD
C -1.9498 -0.6683 1.2485
C -2.9736 0.0325 0.4884
C -0.6201 -0.8171 1.1682
C -2.8184 0.3697 -0.7904
C -0.3892 0.2743 -0.8473
C -1.6654 -0.6955 -2.5855
C 3.7152 0.8373 1.2908
N -1.6921 -0.1532 -1.4046
N -0.6625 -1.1027 -3.3083
N 0.0499 -0.0194 0.2769
N 2.7442 0.6563 2.4083
Br -3.7631 1.4773 -1.9313
H -2.4808 -1.2196 2.0940
H -3.8992 0.1928 1.1157
H -0.1013 -1.3260 1.9658
H 0.1676 0.7786 -1.6712
H -2.6308 -0.5180 -3.1626
H 4.3884 -0.0021 1.1857
H 3.1375 0.9769 0.3062
H 4.3259 1.6558 1.3789
H 2.6018 -0.2776 2.5119
H -0.9469 -1.6014 -4.1986
H 0.3451 -1.1296 -3.0683
H 1.9230 1.2520 2.2263
H 3.1948 1.0273 3.3025
```


Record 4
5 unconnected molecules or ions with the total composition C2H15N2O4 in a non-equilibrium geometry, computed with ωB97M-V/def2-TZVPD.

Results
- DFT total energy: -13480.1719 eV
- HOMO energy: -12.1330 eV
- Gap between HOMO and LUMO: 9.37 eV
- Total charge: +1
- 2S+1: 1
- Energy relative to the best compared isomer or geometry (same formula, charge and spin): 223.3 kJ/mol

Geometry as XYZ:
```
23
C2H15N2O4 | the OMol25 dataset | ωB97M-V/def2-TZVPD
C -0.1707 1.1203 1.3216
C -0.5546 0.9067 0.0422
N -1.8445 0.4512 -0.2476
N 1.0227 1.9809 1.6092
H -0.5474 0.5818 2.2215
H -0.0583 1.4026 -0.8619
H -1.9279 0.1914 -1.2202
H -2.4278 -0.1338 0.2328
H 0.6538 2.9934 1.5688
H 1.7473 1.8066 0.8582
H 1.4021 1.9278 2.4739
H -0.4482 -3.0816 4.2481
H -1.9012 -2.7732 4.0420
O -1.0302 -2.5604 3.7025
H -0.2711 0.3215 -3.2770
H -0.1887 -1.0938 -2.4204
O -0.1991 -0.1264 -2.4376
H 0.8002 -2.9835 -3.4503
H 0.2292 -3.3793 -2.0087
O 0.5098 -2.6254 -2.5611
H 1.6609 0.9106 -1.3009
H 1.5312 2.3935 -1.5625
O 2.0125 1.7690 -0.9725
```


Record 5
4 unconnected molecules or ions with the total composition C5H20N2O4 in a non-equilibrium geometry, computed with ωB97M-V/def2-TZVPD.

Results
- DFT total energy: -16661.9293 eV
- HOMO energy: -17.0839 eV
- Gap between HOMO and LUMO: 10.82 eV
- Total charge: +2
- 2S+1: 1
- Energy relative to the best compared isomer or geometry (same formula, charge and spin): 232.7 kJ/mol

Geometry as XYZ:
```
31
C5H20N2O4 | the OMol25 dataset | ωB97M-V/def2-TZVPD
C -1.2699 -1.8787 -1.0549
O -0.5916 -2.9222 -0.4416
C -0.3544 -0.5586 -0.8716
C -0.3044 0.0200 0.6295
C -1.5958 0.7983 1.0052
C -2.8432 0.2728 1.2209
N -1.3689 2.1732 1.4034
N 1.0817 -0.9194 -1.1386
H -2.0621 -1.6700 -0.4155
H -1.6995 -2.1339 -2.0601
H 0.0308 -3.4866 -0.9629
H -0.6810 0.2120 -1.6276
H 0.5664 0.5738 0.8565
H -0.1248 -0.7410 1.3619
H -3.0436 -0.8245 1.0563
H -3.6150 0.9860 1.5401
H -2.0239 2.6082 2.0750
H -1.1705 2.8871 0.6781
H -0.4755 2.1327 2.0229
H 1.6528 -0.0709 -0.8010
H 1.4967 -1.6896 -0.6789
H 1.1971 -1.0217 -2.1971
H 3.0436 1.8244 0.3201
H 3.5255 0.4899 -0.0753
O 2.8350 0.9429 0.3231
H 1.0060 4.4736 -0.8678
H -0.2754 4.7401 0.1896
O 0.3058 4.1054 -0.3886
H 1.7717 -4.3653 -0.6743
H 2.9422 -3.4384 -0.0742
O 2.0443 -3.5194 -0.3525
```


Record 6
2 unconnected molecules or ions with the total composition C8H8O2PS2 in a non-equilibrium geometry, computed with ωB97M-V/def2-TZVPD.

Results
- DFT total energy: -43481.8251 eV
- HOMO energy: -4.7149 eV
- Gap between HOMO and LUMO: 7.86 eV
- Total charge: -1
- 2S+1: 1
- Energy relative to the best compared isomer or geometry (same formula, charge and spin): 32.6 kJ/mol

Geometry as XYZ:
```
21
C8H8O2PS2 | the OMol25 dataset | ωB97M-V/def2-TZVPD
C -3.8286 -0.5774 0.2392
C -3.1192 -1.2537 -0.6624
C -3.1405 0.4035 1.0224
C -1.7499 -1.0571 -0.7752
C -1.7852 0.5599 0.9800
C -1.0903 -0.2419 0.0501
C 5.6183 0.0268 0.3034
C 4.4425 0.3047 -0.1467
O 6.7225 -0.1044 0.5921
O 1.1351 0.7516 1.2327
P 0.7371 0.0288 0.0390
S 1.4859 -1.7862 -0.4831
S 0.8565 1.4463 -1.6970
H -4.9482 -0.7025 0.3888
H -3.7050 -1.9273 -1.1879
H -3.7727 1.0229 1.8135
H -1.0437 -1.4999 -1.3823
H -1.3293 1.1701 1.5914
H 4.2877 1.1765 -0.6621
H 3.6631 -0.3343 -0.1905
H 0.5640 2.5936 -1.0654
```


Record 7
2 unconnected molecules or ions with the total composition C5H14NO in a non-equilibrium geometry, computed with ωB97M-V/def2-TZVPD.

Results
- DFT total energy: -8937.9529 eV
- HOMO energy: -11.9554 eV
- Gap between HOMO and LUMO: 4.27 eV
- Total charge: +1
- 2S+1: 1
- Energy relative to the best compared isomer or geometry (same formula, charge and spin): 584.2 kJ/mol

Geometry as XYZ:
```
21
C5H14NO | the OMol25 dataset | ωB97M-V/def2-TZVPD
C -0.6586 -0.2464 1.0975
O -1.5374 0.7646 0.4659
C 0.7694 0.0970 1.0654
C 1.4824 0.4405 -0.1175
C 2.7901 -0.3284 -0.3837
C 2.4376 -1.7380 -0.6449
N -4.2945 0.7847 -1.0674
H -0.8948 -1.2282 0.8041
H -0.9667 -0.0711 2.1468
H -1.0862 1.5428 0.1528
H 1.2285 0.5019 2.0393
H 0.8446 0.0351 -1.1384
H 1.6221 1.4520 -0.2945
H 3.2785 0.1786 -1.1949
H 3.2469 0.0157 0.6088
H 3.3523 -2.1602 -1.0991
H 2.3870 -2.2737 0.3481
H 1.5102 -1.8840 -1.1859
H -4.7296 0.2988 -1.8592
H -4.8555 1.2817 -0.3838
H -3.5026 1.3534 -1.3008
```


Record 8
14 unconnected molecules or ions with the total composition H28O14 in a non-equilibrium geometry, computed with ωB97M-V/def2-TZVPD.

Results
- DFT total energy: -29119.7332 eV
- HOMO energy: -10.2307 eV
- Gap between HOMO and LUMO: 10.13 eV
- Total charge: 0
- 2S+1: 1
- Energy relative to the best compared isomer or geometry (same formula, charge and spin): 185.1 kJ/mol

Geometry as XYZ:
```
42
H28O14 | the OMol25 dataset | ωB97M-V/def2-TZVPD
O -16.2880 2.1701 8.2139
H -16.6469 1.3033 8.2494
H -15.3774 2.0225 8.2599
O -12.1793 3.4665 10.9821
H -12.1818 4.3598 11.3478
H -12.9179 3.0481 11.4463
O -14.9748 4.6282 6.8492
H -14.8273 4.4960 7.8121
H -14.5126 5.4253 6.6985
O -13.7443 1.7542 9.2090
H -13.0735 2.2661 8.7322
H -13.3390 0.8806 9.3306
O -14.2813 -0.8252 7.1388
H -13.5007 -0.5280 7.6016
H -13.8748 -1.3962 6.5067
O -14.4720 -2.4755 9.4493
H -14.1611 -2.2013 8.5893
H -14.4264 -1.6326 10.0073
O -12.2808 -0.5039 8.8935
H -12.1182 -0.8908 9.7439
H -11.4308 -0.7230 8.4527
O -12.2037 0.5845 12.4944
H -11.9620 0.0285 13.2281
H -12.8831 0.1461 11.9800
O -12.3518 3.5175 7.9741
H -12.4764 4.4354 7.7068
H -11.7904 3.2074 7.2232
O -14.3039 -0.2591 11.1533
H -14.9119 -0.5048 11.8586
H -14.7664 0.4549 10.7432
O -16.2312 1.7855 11.0487
H -16.2325 1.8551 10.0864
H -17.0301 2.2255 11.3045
O -14.7896 4.5442 10.0817
H -14.1079 3.8587 10.0805
H -14.9463 4.8030 11.0232
O -10.2577 4.8365 9.0488
H -9.4343 4.4555 8.6783
H -10.9422 4.1411 8.9953
O -13.8387 2.0617 5.8705
H -14.2136 2.7835 6.3949
H -13.5885 2.5751 5.1244
```